Record 1
An isolated ion of composition C24H26BrN2O2 and charge +1, computed with ωB97M-V/def2-TZVPD.

Geometry as ORCA input:
```
! wB97M-V def2-TZVPD RIJCOSX def2/J DEFGRID3
* xyz 1 1
H -7.08390 1.44370 -3.55878
H 1.24902 -0.24902 3.18462
C -6.61813 1.25370 -2.60431
C 1.53142 -0.62151 2.19716
N 0.36658 -1.33725 1.62630
O -2.01177 -0.18058 1.39518
C 3.12618 0.54473 0.62671
H 0.51849 -4.66388 2.33044
H -1.20816 2.57684 0.51150
H 1.90904 -3.59569 2.17174
H 2.53202 -2.65500 -0.01088
C -5.40158 0.59367 -2.54594
H -3.86138 -0.17590 -1.27295
H -4.35945 -0.51564 1.23032
H -0.93232 -5.13115 0.38271
C 1.37282 2.68606 0.37119
C 0.87536 -3.74895 1.85882
C -7.23717 1.66536 -1.43656
C -5.42519 0.75407 -0.14600
H -4.91819 0.26823 -3.45456
C -0.00445 -2.58623 2.32877
H -8.18606 2.17736 -1.47812
N -3.61951 1.40230 1.35107
C -0.22881 -4.59512 -0.23689
H 2.83551 3.53020 -0.93912
Br 5.09142 1.61262 -1.14054
H 2.36713 -1.31477 2.30238
C 0.79459 -3.86830 0.35892
H 0.08536 -2.43083 3.40431
H -1.04857 -2.79803 2.09148
H 2.30580 -2.72331 -2.44884
H -5.45278 0.66120 2.00284
H -0.49223 -0.69599 1.59557
C 2.57472 2.69053 -0.31494
C -2.35939 0.99972 1.40858
H 3.82346 -0.27250 0.72783
C -0.33904 -4.65080 -1.61477
C -6.64072 1.42061 -0.21122
C 1.03601 1.60715 1.17708
H 0.71796 3.53890 0.28462
H 0.48106 -4.01930 -3.48888
C 1.70016 -3.18866 -0.45207
O -0.10702 1.50317 1.91912
C 1.92477 0.52961 1.31132
C -4.75261 0.50166 1.17909
H -1.60625 2.87191 2.22722
H 0.58461 -1.60906 0.65222
C -4.80738 0.34538 -1.32198
H -3.83018 2.38944 1.33043
C 0.56581 -3.97115 -2.41468
C 3.44553 1.62084 -0.18920
C 1.58857 -3.24334 -1.83245
H -1.12978 -5.22960 -2.06610
H -7.12862 1.73964 0.69845
C -1.30582 2.11198 1.49818
*
```

Values from the calculation:
Relative energy (zero: lowest compared OMol25 entry of this formula, charge and spin): 2.4 kcal/mol

***

Record 2
A 4-piece molecular cluster, C24H26Cl2F9N2O6 overall in a non-equilibrium geometry, computed with ωB97M-V/def2-TZVPD.

Geometry as ORCA input:
```
! wB97M-V def2-TZVPD RIJCOSX def2/J DEFGRID3
* xyz 1 1
H 0.06673 1.80453 -2.23971
O -7.22070 5.02207 4.06162
H 4.97840 -4.29096 -0.66868
H -1.31049 3.88212 3.64529
C 6.09170 -1.88685 -3.38297
C -2.43315 -1.57884 -5.07336
C -7.19951 4.30736 6.30678
H 6.19422 -1.73314 -4.48512
H -5.73815 7.15111 1.90044
C -0.63198 -0.90183 -3.42087
H 6.21902 -5.87836 -2.15653
C -1.22060 -0.82080 -4.76926
F -8.46200 3.85316 6.41046
C 5.67801 -6.90301 1.08195
H 6.05096 -3.00110 -3.22194
H -5.14958 5.58071 2.48970
H -2.86783 -1.53388 -6.10146
H -0.71571 -0.17374 -5.52207
H -2.86363 -3.07699 -1.83771
F -2.17424 4.09490 -0.65347
C 1.76858 -0.73868 -3.62012
O -6.97060 6.62042 5.62203
H -7.62790 5.56897 2.14271
N 0.60428 -0.15070 -3.20057
F -3.55028 2.45632 -0.46482
H -7.81668 6.87423 3.30173
F 3.82173 -7.65475 2.36436
C 4.09454 -0.29115 -3.61077
H 6.21619 -4.45508 0.56832
F 5.48496 -9.01327 2.17224
C -0.60064 1.83869 3.82203
C -0.60600 3.20258 3.16234
H 0.38326 3.65364 3.24342
H 6.88695 -1.38638 -2.78008
C -5.76486 6.44948 2.73534
C 6.72109 -5.34402 -1.34658
O -3.08156 2.88580 2.21476
O -0.89215 3.09293 1.75441
H 7.20130 -4.45245 -1.75316
H -5.30808 6.92871 3.60261
C 2.27589 1.33686 -2.69125
H 7.49680 -6.00649 -0.96079
C -2.40631 -2.46592 -2.64756
Cl 4.97454 0.63646 -4.87808
O 6.78622 -6.69066 1.47942
H 1.97627 -1.72105 -4.08829
N 2.75465 0.15847 -3.28088
C 5.72970 -4.97078 -0.26250
C 4.79329 -8.06782 1.52843
C -1.18582 -1.70298 -2.33699
C -2.18130 2.94013 1.42977
C 0.84527 1.10852 -2.64359
H 2.90036 2.19447 -2.37560
H -3.90918 -2.99779 -4.24574
F 4.18382 -8.66998 0.49084
H -1.58645 1.37353 3.77507
F -6.43846 3.25969 5.93787
H -0.67860 -1.70561 -1.34746
H -0.30764 1.91934 4.86921
Cl 3.82794 -2.29289 -1.68971
C -7.10233 5.46986 5.31771
C -2.99294 -2.40776 -3.99335
C -7.18848 6.02336 3.03119
F -1.44165 2.05942 -0.67657
F -6.80817 4.65355 7.53903
C 4.65455 -1.36101 -2.99771
C -2.34240 2.88551 -0.09001
O 5.02147 -6.12885 0.20468
H 0.09333 1.16871 3.30956
*
```

***

Record 3
C24H26ClLuN3O8S as an isolated structure in a non-equilibrium geometry, computed with ωB97M-V/def2-TZVPD.

Geometry as ORCA input:
```
! wB97M-V def2-TZVPD RIJCOSX def2/J DEFGRID3
* xyz -1 1
H -12.17299 -3.23468 4.43745
S -15.71434 2.16043 5.93795
C -19.50150 -3.12301 10.03208
C -11.92599 -2.23099 4.08918
H -18.53816 2.88390 3.04203
H -19.55738 -4.07791 9.51235
H -19.39877 3.58391 9.82594
C -17.50280 -1.65178 9.76562
C -18.36869 1.19675 4.29928
H -18.38947 3.54087 8.35611
H -13.34582 2.14620 4.71028
O -19.98641 -1.15353 5.75288
C -16.46532 2.25683 3.25181
C -17.94566 1.97504 3.07866
H -11.86074 -2.28875 2.99983
C -19.10386 2.99610 8.96518
C -23.98230 -3.91372 4.71363
C -23.23039 -3.03277 3.96528
H -11.76622 0.48803 3.91769
O -16.94289 1.85001 6.63002
N -20.34490 -2.37567 7.65706
H -10.92462 -2.00158 4.44725
H -22.34250 -3.66179 7.66029
C -20.64482 -2.01146 6.46138
C -20.32701 2.66462 8.09371
H -19.05284 -3.25262 11.02459
O -20.35239 1.47441 7.57531
C -12.94838 -1.21427 4.53312
H -24.83418 -4.41049 4.26131
C -13.59223 1.08885 4.80387
H -16.00328 -0.94635 5.98997
O -19.27307 1.68306 5.02742
Lu -18.69378 0.23539 6.84839
H -24.26947 -4.84764 6.61468
N -16.08974 2.91450 4.50366
H -14.84707 0.33415 9.17827
C -21.81746 -2.65247 5.84765
Cl -18.23946 1.52842 9.54195
H -20.54125 -2.78165 10.09231
C -15.25253 -0.54208 9.69144
H -16.11701 2.93324 2.47116
O -17.66936 0.17932 4.66419
H -23.49392 -2.82539 2.93425
H -17.25737 -1.95890 10.77022
C -14.80280 0.71824 5.40237
H -14.38335 -2.61643 5.27060
H -15.49067 3.71289 4.40563
N -19.20965 -1.69559 8.09587
H -15.87214 1.34069 3.13490
O -21.10795 3.60217 7.96223
C -22.13339 -2.40144 4.53144
H -21.51799 -1.71321 3.97501
C -23.65412 -4.15621 6.04529
C -16.57706 -0.91661 9.05419
O -16.76896 -0.51961 7.85153
C -22.58624 -3.52154 6.61616
C -14.14536 -1.57012 5.12477
O -14.80241 3.03164 6.64233
H -18.10968 1.43514 2.14990
C -12.68877 0.14817 4.36225
C -18.73510 -2.12302 9.22303
H -15.39178 -0.27375 10.73951
H -14.51677 -1.33968 9.63491
C -15.08882 -0.62827 5.54591
*
```

Values from the calculation:
Relative energy (zero: lowest compared OMol25 entry of this formula, charge and spin): 0.0 kcal/mol

***

In eV, the HOMO level values for the records above are, in order, -11.511 -12.569 -4.313.